[1]
92
Properties=species:S:1:pos:R:3 method="wB97M-V/def2-TZVPD" de_lowest_kj_mol=347.52 homo_energy_ev=-7.7 total_charge=0 spin_multiplicity=1 total_energy_ev=-125124.9198
C -5.34 -0.58 0.57
C -4.25 -0.02 -0.44
O -3.76 -1.05 -1.33
P -2.80 -0.37 -2.53
O -3.56 -0.35 -3.81
C -1.28 -1.45 -2.74
C -0.03 -0.47 -2.86
N 1.27 -1.21 -2.81
C 1.62 -1.84 -1.73
N 2.82 -2.64 -1.60
F 3.08 -3.49 -2.66
C 2.46 -3.67 -0.55
C 1.46 -4.70 -1.21
O 1.92 -5.83 -1.41
O 0.23 -4.45 -1.52
C 1.90 -2.59 0.51
Cl 3.50 -1.71 0.83
S 1.19 -3.66 1.82
O -0.17 -3.95 1.36
O 1.84 -4.97 1.90
C 1.05 -3.00 3.54
F 1.29 -4.04 4.41
F -0.30 -2.73 3.74
C 1.77 -1.67 3.99
F 1.02 -1.22 5.07
F 1.63 -0.63 3.08
C 3.27 -1.69 4.49
F 3.32 -1.26 5.80
F 3.96 -0.70 3.80
C 4.13 -2.99 4.42
F 3.91 -3.83 5.48
F 4.10 -3.67 3.25
F 5.45 -2.59 4.59
N 1.00 -1.94 -0.47
C 0.32 -0.79 0.18
C 1.08 0.58 0.18
C 0.04 1.67 0.72
C 0.57 3.15 0.60
N 1.81 3.31 -0.23
C 2.72 4.13 0.58
C 3.38 3.39 1.81
O 2.91 5.29 0.35
C 2.04 -1.17 -4.04
C 1.86 -2.11 -5.14
C 2.60 -2.09 -6.39
N 3.58 -1.16 -6.60
C 3.79 -0.30 -5.58
C 3.11 -0.18 -4.30
O -2.41 1.16 -2.00
C -2.87 2.20 -2.89
C -2.58 3.57 -2.13
H -6.30 -0.62 -0.01
H -5.03 -1.55 1.01
H -5.42 0.22 1.36
H -3.44 0.40 0.22
H -4.77 0.80 -1.01
H -1.16 -2.20 -1.91
H -1.39 -1.94 -3.74
H -0.14 0.03 -3.86
H -0.07 0.36 -2.11
H 3.36 -4.22 -0.20
H -0.64 -0.61 -0.38
H -0.02 -1.13 1.20
H 1.45 0.87 -0.84
H 1.96 0.64 0.87
H -0.96 1.52 0.24
H -0.09 1.41 1.81
H 0.67 3.57 1.64
H -0.25 3.75 0.12
H 1.54 3.95 -0.99
H 4.46 3.21 1.62
H 3.18 4.01 2.72
H 2.80 2.43 1.97
H 1.09 -2.91 -5.02
H 2.37 -2.86 -7.16
H 4.61 0.43 -5.74
H 3.36 0.61 -3.55
H -3.97 2.12 -3.09
H -2.25 2.22 -3.83
H -1.48 3.60 -1.89
H -2.90 4.46 -2.72
H -3.10 3.52 -1.13
C -4.03 3.28 4.57
S -5.01 2.43 3.32
O -4.05 1.76 2.39
C -5.60 3.92 2.49
H -3.53 2.54 5.19
H -3.29 3.92 4.09
H -4.69 3.89 5.20
H -4.75 4.51 2.15
H -6.21 4.50 3.19
H -6.20 3.62 1.64

***

[2]
60
Properties=species:S:1:pos:R:3 method="wB97M-V/def2-TZVPD" de_lowest_kj_mol=2064.63 homo_energy_ev=-11.5 total_charge=+1 spin_multiplicity=1 total_energy_ev=-25878.7817
C -5.68 -2.02 0.34
H -6.48 -1.71 0.76
H -5.32 -2.93 0.58
H -5.88 -2.10 -0.84
C -4.56 -1.23 0.39
C -5.00 0.28 0.13
C -3.88 1.20 0.51
H -4.10 2.35 -0.12
H -3.65 1.40 1.32
C -2.49 0.83 -0.40
C -2.22 -0.33 0.13
C -3.41 -1.41 -0.25
H -3.45 -1.75 -1.34
H -3.01 -2.41 0.24
H -1.97 -0.52 1.07
O -1.03 -0.96 -0.43
C -0.28 -2.22 0.02
H -0.80 -3.04 -0.32
H -0.25 -1.96 1.00
C 1.12 -1.94 -0.39
O 1.86 -3.11 -0.20
H 1.31 -3.82 -0.16
H 1.12 -1.78 -1.54
C 1.71 -0.68 0.30
H 1.00 0.22 -0.15
H 2.08 -0.96 1.16
N 3.02 -0.37 -0.49
C 2.85 0.19 -1.97
H 2.76 -0.96 -2.35
H 1.88 0.46 -2.04
H 3.61 0.77 -2.38
C 3.26 1.11 0.03
C 4.80 1.53 0.14
C 5.54 0.39 0.98
C 4.85 -0.92 1.04
C 4.20 -0.92 -0.24
H 4.90 -0.98 -1.27
H 3.77 -2.12 -0.04
H 5.60 -1.59 1.21
H 4.06 -0.79 1.96
H 6.66 0.35 0.77
H 5.50 0.99 2.25
H 5.04 1.42 -0.88
H 4.84 2.37 0.49
H 2.58 1.95 -0.42
H 3.13 1.03 1.19
H -2.68 0.67 -1.41
C -1.22 1.72 -0.26
C -0.89 2.27 1.03
H -0.80 1.33 1.74
H -0.01 2.87 1.08
H -1.68 2.74 1.62
C -1.47 3.23 -1.13
H -2.37 3.65 -0.41
H -1.88 2.90 -1.93
H -0.73 3.89 -0.87
H -0.54 1.33 -0.89
H -5.91 0.71 0.66
H -5.14 0.45 -0.96
H -4.26 -1.04 1.92

***

Please write out number 1 again, unchanged.
92
Properties=species:S:1:pos:R:3 method="wB97M-V/def2-TZVPD" de_lowest_kj_mol=347.52 homo_energy_ev=-7.7 total_charge=0 spin_multiplicity=1 total_energy_ev=-125124.9198
C -5.34 -0.58 0.57
C -4.25 -0.02 -0.44
O -3.76 -1.05 -1.33
P -2.80 -0.37 -2.53
O -3.56 -0.35 -3.81
C -1.28 -1.45 -2.74
C -0.03 -0.47 -2.86
N 1.27 -1.21 -2.81
C 1.62 -1.84 -1.73
N 2.82 -2.64 -1.60
F 3.08 -3.49 -2.66
C 2.46 -3.67 -0.55
C 1.46 -4.70 -1.21
O 1.92 -5.83 -1.41
O 0.23 -4.45 -1.52
C 1.90 -2.59 0.51
Cl 3.50 -1.71 0.83
S 1.19 -3.66 1.82
O -0.17 -3.95 1.36
O 1.84 -4.97 1.90
C 1.05 -3.00 3.54
F 1.29 -4.04 4.41
F -0.30 -2.73 3.74
C 1.77 -1.67 3.99
F 1.02 -1.22 5.07
F 1.63 -0.63 3.08
C 3.27 -1.69 4.49
F 3.32 -1.26 5.80
F 3.96 -0.70 3.80
C 4.13 -2.99 4.42
F 3.91 -3.83 5.48
F 4.10 -3.67 3.25
F 5.45 -2.59 4.59
N 1.00 -1.94 -0.47
C 0.32 -0.79 0.18
C 1.08 0.58 0.18
C 0.04 1.67 0.72
C 0.57 3.15 0.60
N 1.81 3.31 -0.23
C 2.72 4.13 0.58
C 3.38 3.39 1.81
O 2.91 5.29 0.35
C 2.04 -1.17 -4.04
C 1.86 -2.11 -5.14
C 2.60 -2.09 -6.39
N 3.58 -1.16 -6.60
C 3.79 -0.30 -5.58
C 3.11 -0.18 -4.30
O -2.41 1.16 -2.00
C -2.87 2.20 -2.89
C -2.58 3.57 -2.13
H -6.30 -0.62 -0.01
H -5.03 -1.55 1.01
H -5.42 0.22 1.36
H -3.44 0.40 0.22
H -4.77 0.80 -1.01
H -1.16 -2.20 -1.91
H -1.39 -1.94 -3.74
H -0.14 0.03 -3.86
H -0.07 0.36 -2.11
H 3.36 -4.22 -0.20
H -0.64 -0.61 -0.38
H -0.02 -1.13 1.20
H 1.45 0.87 -0.84
H 1.96 0.64 0.87
H -0.96 1.52 0.24
H -0.09 1.41 1.81
H 0.67 3.57 1.64
H -0.25 3.75 0.12
H 1.54 3.95 -0.99
H 4.46 3.21 1.62
H 3.18 4.01 2.72
H 2.80 2.43 1.97
H 1.09 -2.91 -5.02
H 2.37 -2.86 -7.16
H 4.61 0.43 -5.74
H 3.36 0.61 -3.55
H -3.97 2.12 -3.09
H -2.25 2.22 -3.83
H -1.48 3.60 -1.89
H -2.90 4.46 -2.72
H -3.10 3.52 -1.13
C -4.03 3.28 4.57
S -5.01 2.43 3.32
O -4.05 1.76 2.39
C -5.60 3.92 2.49
H -3.53 2.54 5.19
H -3.29 3.92 4.09
H -4.69 3.89 5.20
H -4.75 4.51 2.15
H -6.21 4.50 3.19
H -6.20 3.62 1.64